Record 1
Below is a structure of composition C54H36AsN4ORuS6, with properties calculated with the ωB97M-V functional and the def2-TZVPD basis.

Positions of all 103 atoms, in Å:
1 Ru 0.0152 -0.3530 0.1288
2 S 6.9990 1.6578 -0.6038
3 C 7.1027 3.3021 -1.0573
4 C 5.8742 3.8422 -1.2777
5 C 4.8267 2.9069 -1.0744
6 C 5.2772 1.6698 -0.7019
7 C 4.4830 0.4740 -0.4025
8 C 3.0769 0.5343 -0.5257
9 N 2.2905 -0.4780 -0.2617
10 C 2.8429 -1.6603 0.0610
11 C 4.2142 -1.8318 0.2442
12 C 4.7076 -3.1268 0.6172
13 C 3.8740 -4.1828 0.7262
14 C 2.4718 -4.0476 0.4478
15 C 1.5764 -5.1269 0.4504
16 C 0.2619 -4.9211 0.0996
17 C -0.1293 -3.6139 -0.2458
18 N 0.6705 -2.5729 -0.2152
19 C 1.9642 -2.7836 0.1208
20 C -0.7391 -5.9927 0.1001
21 C -0.7761 -7.1034 0.8949
22 C -1.9163 -7.9145 0.6568
23 C -2.7237 -7.4026 -0.3118
24 S -2.1096 -5.9385 -0.9414
25 C 5.0359 -0.7142 0.0223
26 H 8.0655 3.7798 -1.1365
27 H 5.7144 4.8704 -1.5668
28 H 3.7804 3.1564 -1.1813
29 H 2.5860 1.4471 -0.8206
30 H 5.7683 -3.2405 0.8031
31 H 4.2521 -5.1582 1.0049
32 H 1.9297 -6.1205 0.6993
33 H -1.1522 -3.4417 -0.5440
34 H -0.0295 -7.3144 1.6476
35 H -2.1275 -8.8308 1.1876
36 H -3.6468 -7.8088 -0.6920
37 H 6.1058 -0.8092 0.1692
38 S 0.4660 -0.9993 2.3852
39 C -0.5248 0.3273 2.8649
40 S -1.3406 0.9646 1.4680
41 C -0.6385 0.8632 4.1209
42 C 0.0645 0.3048 5.2268
43 N 0.6373 -0.1578 6.1120
44 C -1.4187 2.0397 4.3161
45 N -2.0419 2.9957 4.4762
46 S 0.0199 0.5914 -2.1155
47 C -0.6209 -0.7426 -3.0811
48 C -0.1823 -1.0129 -4.3772
49 C -0.7278 -2.0735 -5.0855
50 C -1.7131 -2.8801 -4.5283
51 C -2.1775 -2.6075 -3.2488
52 C -1.6383 -1.5424 -2.5437
53 As -2.0981 -0.9120 -0.7923
54 C -3.3836 0.4966 -1.1068
55 C -3.4309 1.1583 -2.3289
56 C -4.3469 2.1820 -2.5221
57 C -5.2089 2.5482 -1.4978
58 C -5.1646 1.8847 -0.2807
59 C -4.2558 0.8550 -0.0834
60 C -3.1842 -2.2358 0.1039
61 C -4.3782 -2.6818 -0.4550
62 C -5.1391 -3.6288 0.2147
63 C -4.7166 -4.1178 1.4436
64 C -3.5383 -3.6549 2.0128
65 C -2.7704 -2.7102 1.3449
66 H 0.5974 -0.4029 -4.8152
67 H -0.3685 -2.2828 -6.0855
68 H -2.1168 -3.7138 -5.0873
69 H -2.9490 -3.2258 -2.8045
70 H -2.7546 0.8800 -3.1259
71 H -4.3845 2.6951 -3.4747
72 H -5.9196 3.3509 -1.6495
73 H -5.8354 2.1676 0.5202
74 H -4.2254 0.3383 0.8676
75 H -4.7239 -2.2785 -1.4001
76 H -6.0672 -3.9787 -0.2188
77 H -5.3141 -4.8558 1.9634
78 H -3.2169 -4.0234 2.9783
79 H -1.8486 -2.3415 1.7850
80 O 1.7042 2.1609 1.1348
81 S 0.9912 3.2434 1.8808
82 C -0.2493 3.9075 0.7736
83 C -1.4209 4.4173 1.3109
84 C -2.4286 4.8260 0.4477
85 C -2.2649 4.6945 -0.9245
86 C -1.0920 4.1615 -1.4449
87 C -0.0728 3.7692 -0.5925
88 C 2.1290 4.6380 1.8767
89 C 1.7019 5.9232 2.1846
90 C 2.6299 6.9505 2.2238
91 C 3.9712 6.6920 1.9631
92 C 4.3866 5.4033 1.6677
93 C 3.4637 4.3650 1.6309
94 H -1.5688 4.4401 2.3850
95 H -3.3550 5.2126 0.8520
96 H -3.0650 4.9872 -1.5926
97 H -0.9788 4.0291 -2.5131
98 H 0.8337 3.3135 -0.9738
99 H 0.6549 6.1230 2.3769
100 H 2.3061 7.9571 2.4543
101 H 4.6910 7.4997 1.9943
102 H 5.4302 5.1982 1.4635
103 H 3.7648 3.3519 1.4037

Force components x, y, z for each atom (eV/Å):
-0.08 -0.77 -0.59
-0.02 0.01 0.00
0.00 -0.01 0.00
0.00 0.00 0.00
0.00 -0.03 -0.01
0.02 0.03 -0.02
0.02 -0.05 0.01
0.00 0.04 0.04
-0.13 0.34 0.19
0.06 -0.15 -0.05
0.00 0.07 -0.03
0.03 -0.02 0.01
0.01 0.01 0.01
-0.08 0.07 -0.04
0.00 -0.02 0.00
-0.03 -0.01 -0.01
0.07 0.01 -0.06
-0.07 0.13 0.06
0.02 -0.15 0.01
0.00 0.00 0.00
-0.01 0.01 -0.01
0.02 0.00 0.01
0.00 0.02 -0.01
0.00 -0.04 0.01
-0.05 0.03 0.00
0.00 0.00 0.00
0.00 0.00 -0.01
0.03 0.00 -0.01
-0.01 0.01 0.01
0.00 -0.01 0.00
0.00 0.00 0.00
0.01 0.01 0.00
-0.01 -0.01 0.00
-0.01 -0.01 0.00
-0.01 0.00 0.00
0.00 0.00 0.00
0.00 0.00 0.00
-0.18 0.17 0.08
0.08 -0.02 0.04
0.22 -0.09 0.04
-0.01 0.03 -0.10
0.02 0.01 0.00
-0.01 -0.01 0.00
-0.03 -0.05 0.18
0.00 0.02 -0.08
0.06 -0.06 0.06
-0.02 0.01 0.00
-0.03 -0.02 0.03
0.01 0.00 -0.02
-0.01 -0.03 -0.01
0.01 0.04 0.02
0.06 -0.01 -0.11
0.04 0.18 0.23
-0.02 -0.01 0.01
-0.01 0.00 0.01
-0.02 -0.02 0.01
0.00 0.00 -0.02
-0.01 0.00 0.02
0.00 0.02 -0.03
0.05 0.05 0.09
0.00 0.01 -0.01
-0.02 0.01 -0.02
0.02 -0.01 0.02
0.00 0.01 -0.03
-0.07 -0.04 0.00
0.00 0.01 0.01
0.00 0.00 0.00
0.00 0.00 0.00
0.00 0.00 0.00
0.00 0.00 -0.01
0.00 0.00 0.00
0.00 0.00 0.00
0.00 0.00 0.00
0.00 0.00 0.00
0.00 0.00 -0.01
0.00 0.00 0.00
0.00 0.00 0.00
0.00 0.00 0.00
0.00 0.01 0.01
0.12 0.11 0.02
-0.09 0.04 0.07
0.05 0.06 -0.05
-0.01 0.03 0.01
0.02 -0.01 0.00
0.00 0.01 0.00
0.00 0.01 0.00
0.00 0.00 0.01
0.03 0.00 -0.02
-0.01 -0.01 0.00
0.00 0.00 0.00
0.00 0.01 0.00
0.00 0.00 0.00
-0.02 0.05 0.00
0.01 0.01 -0.02
0.00 0.01 0.00
0.01 0.00 0.01
0.00 0.00 0.00
-0.03 0.02 0.00
0.00 0.00 0.00
0.00 0.00 0.00
0.00 0.00 0.00
-0.01 0.00 0.01
-0.01 -0.02 0.02

For the total energy, the calculation gives -193023.8938 eV. The HOMO-LUMO gap (alpha / beta) comes out at 6.44 / 6.57 eV. Its spin multiplicity is 2. The lowest unoccupied orbital energy (alpha / beta) comes out at -0.9 / -0.9 eV. Its energy above the lowest of the compared OMol25 structures with the same formula, charge and spin is 110.47 kJ/mol.

Atom charges from the Mulliken analysis, given in e for atoms 1 to 6: 2.0604, -0.2370, -0.3397, -0.7392, -0.0515, 0.3174



Record 2
Below is a structure of composition C54H38CuN2OPS3, with properties calculated with the ωB97M-V functional and the def2-TZVPD basis.

Positions of all 100 atoms, in Å:
1 Cu -0.1831 0.0420 0.0939
2 C -5.9855 1.0795 3.6916
3 C -5.4649 2.2395 3.1397
4 C -4.2208 2.2282 2.5386
5 C -3.4767 1.0523 2.4913
6 C -4.0020 -0.1051 3.0567
7 C -5.2476 -0.0927 3.6574
8 P -1.8730 0.8862 1.6014
9 C -2.1441 2.2668 0.4434
10 C -3.2021 2.1436 -0.4543
11 C -3.5011 3.1704 -1.3266
12 C -2.7516 4.3377 -1.3008
13 C -1.6757 4.4486 -0.4353
14 C -1.3650 3.4147 0.4308
15 C -0.6956 1.6298 2.7826
16 C -1.0939 2.4236 3.8339
17 C -0.1576 2.9023 4.7586
18 C 1.1576 2.5472 4.6564
19 C 1.5970 1.7245 3.5989
20 C 2.9422 1.3182 3.5044
21 C 3.3438 0.5113 2.4765
22 C 2.4295 0.1104 1.4903
23 C 1.1035 0.4878 1.5037
24 C 0.6730 1.2793 2.6114
25 H -6.9679 1.0906 4.1422
26 H -6.0392 3.1558 3.1676
27 H -3.8291 3.1334 2.0958
28 H -3.4223 -1.0181 3.0051
29 H -5.6542 -1.0000 4.0828
30 H -3.8009 1.2412 -0.4404
31 H -4.3281 3.0692 -2.0158
32 H -3.0157 5.1630 -1.9463
33 H -1.0814 5.3512 -0.4214
34 H -0.5309 3.4987 1.1124
35 H -2.1326 2.6928 3.9603
36 H -0.4873 3.5411 5.5643
37 H 1.8824 2.8955 5.3828
38 H 3.6340 1.6416 4.2722
39 H 4.3724 0.1795 2.4176
40 H 2.7797 -0.5337 0.6956
41 S -2.0596 -6.7796 -0.6142
42 C -1.4848 -7.7191 0.7035
43 C -0.8875 -6.9563 1.6568
44 C -0.8889 -5.5871 1.3363
45 C -1.4875 -5.3109 0.1338
46 C -1.5999 -4.0411 -0.5338
47 C -1.1657 -2.8521 0.0897
48 N -1.1422 -1.6935 -0.5139
49 C -1.5545 -1.6100 -1.7946
50 C -2.0836 -2.7200 -2.4942
51 C -2.5357 -2.5386 -3.8354
52 C -2.4649 -1.3293 -4.4383
53 C -1.9015 -0.2019 -3.7672
54 C -1.7548 1.0505 -4.3560
55 C -1.1181 2.0799 -3.6587
56 C -0.6608 1.8011 -2.3589
57 N -0.8240 0.6426 -1.7690
58 C -1.4311 -0.3605 -2.4434
59 C -0.9339 3.3811 -4.2458
60 C -0.2143 4.4483 -3.7711
61 C -0.2780 5.5784 -4.6056
62 C -1.0373 5.3722 -5.7131
63 S -1.6891 3.7852 -5.7652
64 C -2.0969 -3.9443 -1.8324
65 H -1.6223 -8.7823 0.6939
66 H -0.4563 -7.3531 2.5590
67 H -0.4519 -4.8328 1.9644
68 H -0.8326 -2.8551 1.1165
69 H -2.9153 -3.4028 -4.3613
70 H -2.8071 -1.1952 -5.4542
71 H -2.1238 1.2250 -5.3564
72 H -0.1532 2.5597 -1.7823
73 H 0.3454 4.4241 -2.8547
74 H 0.2218 6.5064 -4.3899
75 H -1.2672 6.0596 -6.5032
76 H -2.4694 -4.8252 -2.3356
77 O 1.3613 -1.2590 -1.7510
78 S 1.6308 -0.4745 -2.9616
79 C 2.7651 -1.5439 -3.9008
80 C 2.7716 -2.8891 -3.5722
81 C 3.4666 -3.7837 -4.3674
82 C 4.1480 -3.3258 -5.4828
83 C 4.1597 -1.9739 -5.7888
84 C 3.4617 -1.0746 -4.9999
85 C 2.8178 0.8200 -2.4692
86 C 3.7860 0.5274 -1.5275
87 C 4.5519 1.5550 -1.0068
88 C 4.3555 2.8564 -1.4384
89 C 3.4116 3.1365 -2.4125
90 C 2.6326 2.1133 -2.9284
91 H 2.2235 -3.2212 -2.7014
92 H 3.4699 -4.8360 -4.1247
93 H 4.6687 -4.0250 -6.1204
94 H 4.7087 -1.6229 -6.6497
95 H 3.4555 -0.0186 -5.2313
96 H 3.9129 -0.4940 -1.2001
97 H 5.3035 1.3496 -0.2609
98 H 4.9425 3.6549 -1.0096
99 H 3.2795 4.1487 -2.7649
100 H 1.8785 2.3153 -3.6751

Force components x, y, z for each atom (eV/Å):
0.46 0.11 0.51
-0.05 -0.02 0.06
-0.17 0.11 0.03
0.02 -0.07 0.07
0.09 -0.12 -0.12
0.09 0.10 -0.04
-0.16 -0.08 0.11
-0.12 0.29 0.29
-0.03 0.02 0.03
0.07 0.07 0.03
-0.14 -0.01 -0.04
0.02 0.15 -0.07
-0.05 0.20 -0.13
-0.06 -0.14 0.07
-0.24 0.00 0.26
-0.03 -0.19 -0.36
0.26 0.10 0.24
-0.15 0.13 0.04
-0.11 -0.11 -0.13
0.30 -0.07 -0.02
0.13 0.14 0.27
-0.30 -0.01 -0.08
-0.31 -0.09 -0.40
0.35 0.06 0.30
-0.05 -0.01 0.04
-0.03 0.04 0.01
0.00 0.05 -0.01
-0.02 -0.09 0.01
-0.01 -0.04 0.03
-0.06 -0.06 -0.06
-0.07 0.03 -0.04
0.04 0.04 -0.12
0.04 0.11 -0.02
0.07 0.04 0.07
-0.07 -0.04 0.01
-0.04 0.06 0.11
0.01 0.01 0.04
0.09 0.02 0.00
0.12 -0.02 0.04
0.05 -0.05 -0.06
0.30 0.26 0.58
-0.07 0.13 -0.18
-0.09 -0.38 0.00
-0.22 0.32 -0.45
0.04 -0.99 0.37
-0.33 0.58 -1.01
-0.14 -0.09 -0.15
-0.08 -0.35 -0.39
-0.34 -1.15 0.24
0.28 0.70 0.37
-0.02 0.14 -0.25
-0.10 -0.29 -0.05
0.19 -0.14 0.71
0.46 0.71 0.50
-0.49 -1.20 -0.30
-0.04 0.00 -0.10
-0.20 -0.14 -0.25
-0.12 0.93 -0.72
0.07 0.87 -0.58
-0.21 -0.58 -0.03
-0.05 0.26 -0.29
-0.14 -0.24 -0.05
0.33 0.28 0.54
0.34 -0.06 0.78
-0.02 -0.21 0.03
0.04 -0.11 0.11
0.10 0.15 0.11
0.09 0.00 0.13
-0.11 -0.02 -0.09
-0.05 -0.04 -0.10
-0.02 -0.08 -0.13
0.01 0.06 0.08
0.08 -0.03 0.24
0.05 0.16 0.00
0.01 0.16 -0.14
-0.03 -0.06 -0.12
-0.29 -0.64 0.83
1.54 0.40 -0.80
-0.35 0.19 0.00
-0.18 0.04 0.20
0.10 0.03 -0.10
0.05 -0.09 -0.03
0.02 0.10 -0.04
-0.01 0.03 -0.03
-0.42 -0.24 -0.22
0.03 -0.10 -0.01
0.07 -0.09 -0.05
0.01 0.08 -0.03
0.05 0.03 -0.03
-0.10 -0.11 -0.05
-0.05 0.02 0.04
-0.01 -0.07 0.04
0.08 -0.04 -0.03
0.04 0.05 -0.07
0.02 0.10 -0.08
0.01 -0.06 0.08
0.04 -0.07 0.11
0.06 0.07 0.01
-0.04 0.09 -0.03
-0.13 0.07 -0.09

For the total energy, the calculation gives -148077.0537 eV. The HOMO-LUMO gap comes out at 5.54 eV. Its spin multiplicity is 1. The lowest unoccupied orbital energy comes out at -0.7 eV. Its energy above the lowest of the compared OMol25 structures with the same formula, charge and spin is 48.30 kJ/mol.

Atom charges from the Mulliken analysis, given in e for atoms 1 to 6: -0.3469, -0.5247, -0.8914, -0.0535, 0.1589, -0.4909